No. 1
A single C4H5F molecule at a distorted geometry. Source: OMol25; level of theory: ωB97M-V/def2-TZVPD.

Geometry as XYZ:
```
10
Properties=species:S:1:pos:R:3:forces:R:3
F 2.18134 -0.66329 -0.50064 0.45 -0.92 0.10
C -0.16933 0.13106 0.09143 3.92 0.68 -3.21
C 0.70633 0.87706 0.69051 -0.18 -0.35 0.69
C 1.26891 0.34360 -0.60332 -1.95 1.27 2.06
C -1.39347 -0.60335 -0.02654 -0.34 -0.61 0.75
H 0.81793 1.29514 1.70058 0.42 0.11 -0.72
H -1.21574 -1.61349 0.33276 -0.07 -0.19 0.17
H -1.97912 -0.07708 0.69822 -1.38 -0.17 0.28
H -1.86164 -0.70968 -0.99503 0.08 0.49 -0.25
H 1.64480 1.02003 -1.38797 -0.94 -0.31 0.14
```
Forces are in eV/Å.

## Properties
- Orbital gap: 10.7 eV
- 2S+1: 1
- F_max: 5.11 eV/Å
- Total energy: -255.17136 Eh
- SMILES: CC1=C[C@H]1F

***

No. 2
A gas-phase ion, C4H10NS (charge +1) at a distorted geometry. Source: OMol25; level of theory: ωB97M-V/def2-TZVPD.

Geometry as XYZ:
```
16
Properties=species:S:1:pos:R:3:forces:R:3
S -2.64611 -1.01678 -0.10399 2.85 -0.63 -1.30
N -1.99823 1.46618 0.41423 1.25 0.47 1.97
C 2.24451 -1.10086 0.24122 -1.47 -1.26 -1.55
C 0.10290 0.06316 0.28793 -2.43 1.35 -1.82
C 1.08241 -0.47963 -0.42631 0.02 1.04 3.72
C -1.29805 0.41200 -0.32226 1.35 -3.72 -0.92
H 1.01710 -0.77526 -1.39502 -0.66 -0.33 -3.00
H -1.81077 -1.96104 -0.82443 -1.47 1.36 1.14
H 1.85798 -2.11714 -0.00176 1.11 -0.21 0.88
H -1.82740 2.37481 0.07376 0.41 1.66 -1.06
H 0.19026 0.41437 1.29059 0.42 -0.34 0.88
H -2.99096 1.30011 0.30092 -0.56 0.14 0.72
H -1.18326 0.47246 -1.45490 -0.61 0.91 1.64
H -1.61843 1.56585 1.43768 -1.38 -0.86 -1.94
H 2.39438 -0.93789 1.26126 -0.19 0.23 1.60
H 3.15029 -0.98065 -0.26670 1.36 0.20 -0.94
```
Forces are in eV/Å.

## Properties
- Orbital gap: 9.5 eV
- Charge: +1
- 2S+1: 1
- F_max: 4.06 eV/Å
- Total energy: -611.01547 Eh
- SMILES: C/C=C/[C@H]([NH3+])S

***

No. 3
A single C9H18N2O4 molecule at a distorted geometry. Source: OMol25; level of theory: ωB97M-V/def2-TZVPD.

Geometry as XYZ:
```
33
Properties=species:S:1:pos:R:3:forces:R:3
O -0.86765 -1.77141 1.95940 0.99 -1.16 0.29
O -2.15396 -0.03911 2.21239 -0.87 1.30 0.53
O 5.24740 0.20166 0.48446 0.00 -0.38 -0.42
O 1.57178 1.38368 1.17491 -0.60 -0.96 -0.90
N 0.56514 -0.35196 0.00360 -0.04 0.54 0.08
N 2.75044 -1.26545 -0.82872 1.57 -0.98 -0.74
C -1.78632 -0.12202 -0.76292 0.97 -0.78 -1.33
C -1.18388 -0.67539 1.61625 0.06 0.34 -2.20
C -3.13118 2.00820 -0.33784 -0.81 -0.34 -0.74
C -0.77759 0.04852 0.34488 1.26 1.15 1.57
C -3.15784 0.50027 -0.53143 -0.59 0.08 -0.45
C 3.99685 0.77546 0.10637 0.65 0.18 1.48
C -1.94008 -1.63422 -1.07035 0.15 -0.10 -2.67
C 1.63817 0.34389 0.51633 -0.25 0.14 1.02
C 2.99334 -0.32359 0.24082 -1.68 0.06 0.16
H 3.58797 -1.85324 -0.96288 -0.66 0.46 -0.11
H -0.93942 -2.25113 -1.32799 -2.41 1.56 0.56
H -2.48960 -2.10520 -0.27150 0.10 -0.39 0.42
H 3.74527 1.54815 0.86827 0.00 -0.30 -0.84
H -2.70430 2.30149 0.58488 0.77 0.13 0.99
H -0.67931 1.10937 0.60984 -0.22 -0.12 -0.01
H -3.70996 0.11158 0.33128 0.46 -0.41 -0.03
H 4.01050 1.18386 -0.89377 0.02 0.22 -0.42
H -4.17302 2.31432 -0.24544 0.00 0.42 -0.40
H 5.92876 0.83513 0.29220 0.53 0.34 -0.04
H -2.61050 2.52312 -1.14530 -0.21 0.10 -0.06
H 3.26068 -0.91092 1.13447 -0.11 0.25 -0.15
H 2.50936 -0.81748 -1.71681 0.26 -0.10 0.41
H -3.82194 0.22841 -1.39522 0.71 0.35 0.48
H -2.43475 -0.73468 2.78969 -1.01 -0.46 1.48
H -1.26783 0.40762 -1.64349 -0.94 -0.75 0.98
H -2.68735 -1.63183 -1.96511 1.57 -0.56 1.21
H 0.71083 -1.33708 -0.17126 0.31 0.18 -0.16
```
Forces are in eV/Å.

## Properties
- Orbital gap: 10.2 eV
- 2S+1: 1
- F_max: 2.92 eV/Å
- Total energy: -764.21601 Eh
- SMILES: CC[C@H](C)[C@H](NC(=O)[C@@H](N)CO)C(=O)O

***

No. 4
7 unconnected molecules or ions with the total composition C38H72Br2N8O10 at a distorted geometry. Source: OMol25; level of theory: ωB97M-V/def2-TZVPD.

Geometry as XYZ:
```
130
Properties=species:S:1:pos:R:3:forces:R:3
Br 1.78229 -0.81328 -2.70716 0.01 0.05 0.36
Br 5.03424 -0.56376 -0.77238 -0.38 0.00 0.08
O -9.39427 3.69683 -1.52837 -0.01 0.04 -0.05
O 2.72646 -4.92693 -0.92670 0.04 -0.16 -0.29
O -5.64073 -4.45614 0.69752 -0.18 -0.41 0.19
O -4.48547 1.48222 -0.91041 -0.30 0.01 -0.04
O -2.12566 1.09012 5.22395 -0.63 -0.56 0.20
O -4.34744 -3.20422 -0.58427 -0.80 1.23 0.77
O 9.29511 -1.16536 -1.71128 0.05 0.06 -0.03
O -0.44280 0.41588 3.89701 -0.02 0.77 -0.79
O 3.83802 -7.17686 4.44303 -0.01 0.02 0.08
O -2.39281 7.37576 -0.85633 0.25 0.25 -0.05
N 8.02279 0.64358 -2.07656 0.29 -0.02 -0.09
N -0.26062 6.68155 -0.85677 -0.08 0.24 -0.15
N 0.35917 2.34285 1.02322 -0.21 1.22 0.23
N 1.67616 -6.27312 -2.37894 0.24 -0.06 0.05
N -3.92360 3.64282 -0.82180 -0.34 -0.07 0.04
N 3.25915 0.33118 2.24385 0.29 0.38 0.72
N 1.65580 -6.76824 4.74348 0.10 0.13 0.23
N -9.10823 4.00933 -3.73092 -0.24 0.11 0.08
C 1.16248 6.76176 -1.12997 -0.20 -0.34 0.22
C 1.54395 -7.38367 -3.30380 -0.34 0.29 0.11
C 0.23001 1.20985 1.00220 0.70 -1.80 -0.98
C 0.27786 -0.27038 0.67526 -0.54 0.80 0.61
C -0.71072 -0.45606 -0.49698 -0.69 -0.31 -0.01
C 4.03150 -6.70737 -1.84915 0.03 0.04 0.04
C 3.25426 -6.00084 6.44325 0.03 0.01 0.00
C 0.48237 -6.25823 5.42754 0.01 -0.23 -0.42
C -0.79937 8.85576 -1.85885 -0.05 0.01 -0.01
C 2.15585 0.17480 -1.01656 0.57 -0.06 -0.25
C 2.58761 -0.06906 1.41272 -0.28 -1.00 -1.38
C 9.22176 0.00220 -2.05757 -0.07 -0.16 0.06
C -11.22917 4.68887 -2.70015 -0.01 0.00 0.04
C -1.21023 1.37024 4.51824 0.37 1.00 0.14
C 1.99555 -2.14299 0.07181 -0.61 -0.88 0.80
C 1.77514 -0.62695 0.27732 -0.01 0.74 0.13
C -3.02324 -1.32444 0.35427 -0.59 0.01 -0.77
C -4.83791 2.64817 -0.74732 0.15 -0.06 0.05
C 3.59824 0.70518 -1.14819 -0.36 1.20 -0.64
C 2.18636 -3.05942 1.30567 0.72 -0.55 0.03
C 7.74545 2.01347 -2.45530 -0.31 -0.35 0.17
C 3.80707 2.09504 -0.46766 0.49 -0.89 0.43
C -4.11749 5.07752 -0.65909 0.18 -0.45 -0.07
C 4.14651 -4.43637 2.23468 -0.50 0.03 0.11
C -2.19551 -0.13408 -0.20453 -0.04 -0.45 -0.22
C 10.44028 0.79044 -2.47885 0.03 -0.03 0.01
C 3.61091 -3.00159 1.94659 -0.41 -0.91 -0.21
C 2.95761 -6.69474 5.13569 0.12 -0.12 -0.21
C -0.17938 -1.00971 1.96182 -0.26 -0.26 0.26
C -9.47721 4.42593 -5.07103 0.41 -0.20 0.12
C 2.77304 -5.89477 -1.67420 -0.01 0.13 0.08
C -6.26699 3.02785 -0.45544 0.12 -0.12 -0.03
C -9.84640 4.09300 -2.59048 0.10 -0.08 0.13
C -0.80353 2.82125 4.30163 0.50 -0.09 -0.35
C -3.99274 -1.81304 -0.75227 1.04 0.20 -0.48
C -5.33823 -3.36597 0.32629 0.13 -0.84 -0.19
C -1.17828 -0.28144 2.86950 -0.19 -1.20 0.72
C -1.22710 7.59071 -1.15504 -0.11 -0.09 0.10
H -2.64296 0.09198 -1.17568 0.13 0.20 0.19
H 1.45816 5.91894 -1.75711 0.14 0.08 -0.03
H 1.52444 1.06152 -1.13140 0.10 -0.19 0.18
H -11.84640 4.09693 -3.37736 -0.02 0.11 -0.06
H 11.31408 0.14908 -2.41179 -0.07 -0.06 0.03
H -5.15625 5.32020 -0.45856 -0.03 -0.12 -0.01
H 8.64939 2.53626 -2.74955 0.02 -0.04 0.01
H -0.28762 2.97656 3.34967 -0.09 -0.17 0.16
H 1.25832 -7.00384 -4.28609 0.05 -0.15 -0.07
H 1.52852 -7.24187 3.86311 -0.01 0.01 0.00
H 1.40305 -3.01489 2.06694 0.14 0.25 -0.15
H -2.39419 -2.19755 0.56348 -0.09 0.26 0.32
H -1.90720 0.36141 2.36820 0.36 0.16 -0.01
H 2.83861 -2.37371 -0.58304 -0.07 0.44 0.07
H -11.17334 5.71721 -3.05998 -0.08 -0.04 -0.09
H 0.74756 -5.77056 6.35932 0.05 -0.01 -0.02
H -0.02855 -5.53941 4.78417 -0.09 0.06 0.14
H -0.43885 0.14496 -1.37031 0.26 0.00 0.37
H -1.75922 -1.05645 3.39277 -0.03 0.19 -0.24
H 0.76319 -8.05846 -2.94928 0.06 -0.12 -0.10
H 1.11896 -2.51914 -0.47150 0.17 0.17 0.03
H 4.36031 -6.68011 -2.88890 0.00 -0.12 0.01
H -5.88309 -2.48605 0.71231 0.48 0.33 -0.42
H 2.47285 -7.93569 -3.39525 0.02 0.04 0.04
H -0.20038 -7.08280 5.64055 -0.08 0.10 0.11
H -3.80097 5.58253 -1.56713 -0.04 0.19 0.08
H -0.08854 9.41067 -1.24521 0.07 0.00 -0.10
H 2.75635 -6.51264 7.26814 -0.05 0.11 0.03
H 4.80846 2.08519 -0.02495 -0.22 0.24 0.02
H 3.33362 -5.17682 2.21808 0.11 0.20 0.07
H 2.12934 -4.08454 0.91110 -0.24 0.55 -0.06
H -10.47627 4.84716 -5.09395 0.00 -0.01 0.06
H -3.63688 -1.04268 1.21769 0.40 -0.15 0.12
H -4.86147 -1.15669 -0.86890 0.01 -0.21 0.20
H -6.65441 3.68265 -1.23517 -0.10 0.09 0.14
H 3.09184 2.27093 0.33979 0.09 0.11 -0.22
H 10.58486 1.64890 -1.82119 0.01 0.07 -0.10
H -0.11022 3.13599 5.09207 -0.17 -0.19 -0.06
H 10.33525 1.13239 -3.50964 0.03 0.11 0.04
H -3.44594 -1.77088 -1.70306 -0.21 -0.18 0.14
H 0.87112 -5.68866 -2.21579 -0.01 -0.02 -0.02
H -2.34420 0.78382 0.37087 0.18 -0.17 -0.03
H -8.76788 5.17581 -5.42555 -0.11 0.05 -0.12
H 1.71428 6.70812 -0.19028 0.13 0.05 -0.08
H -3.50356 5.42844 0.16553 -0.07 0.20 -0.02
H 4.27427 -2.56701 1.19533 0.03 0.37 0.45
H -6.33535 3.52988 0.51018 -0.07 0.12 -0.08
H 3.77934 2.88838 -1.21941 -0.22 -0.12 0.12
H 4.84785 -4.76375 1.46027 0.03 0.10 0.27
H 1.41722 7.68589 -1.63730 -0.06 0.01 0.00
H 2.92632 -4.96081 6.40550 -0.06 -0.03 0.10
H -2.99084 3.31146 -1.01327 0.01 0.04 0.00
H -11.69066 4.68806 -1.71725 0.09 -0.04 0.02
H 0.65916 -1.26032 2.62146 -0.01 0.31 -0.27
H -8.19726 3.60141 -3.59139 -0.01 -0.02 -0.04
H 3.86222 -7.74111 -1.54484 0.05 -0.03 -0.10
H -6.87817 2.13116 -0.42481 0.05 -0.01 -0.04
H 4.81325 -6.28445 -1.22502 -0.08 0.06 0.02
H 7.29146 2.53781 -1.61108 0.03 0.15 -0.08
H 3.71932 0.91679 -2.21293 0.10 -0.37 0.18
H 7.24610 0.06580 -1.78366 0.09 0.15 -0.06
H -0.62442 -1.97631 1.70044 0.15 0.22 -0.17
H -9.43969 3.56525 -5.74102 -0.10 0.09 -0.11
H -0.34571 8.62101 -2.82279 0.10 0.07 0.04
H -0.67336 -1.50113 -0.83761 0.14 0.20 0.11
H 3.60847 -2.43882 2.88357 0.15 0.25 -0.37
H 7.04216 2.02341 -3.29123 0.04 0.17 -0.03
H -0.60853 5.86106 -0.38496 0.07 0.00 0.04
H -1.68118 3.46907 4.34254 0.03 -0.24 0.14
H -1.67391 9.47713 -2.02705 -0.04 -0.08 0.05
H 4.32615 -6.02206 6.61597 -0.01 -0.05 -0.09
H 4.59376 -4.51721 3.23094 0.20 0.02 -0.31
```
Forces are in eV/Å.

## Properties
- Orbital gap: 9.4 eV
- 2S+1: 1
- F_max: 2.17 eV/Å
- Total energy: -7829.64746 Eh
- SMILES: CCCC[C@@](C#N)([C@H](Br)[C@@H](C)Br)[C@@](C#N)(CCCCOC=O)CCOC(C)=O.CNC(C)=O.CNC(C)=O.CNC(C)=O.CNC(C)=O.CNC(C)=O.CNC(C)=O